(1)
This record from the OMol25 dataset describes a 4-piece molecular cluster, C4H12O3 overall in a non-equilibrium geometry. The level of theory is the ωB97M-V functional and the def2-TZVPD basis.

Last column: natural (NBO) charge in e.
Positions of all 19 atoms, in Å:
H1 -2.58450 -0.19171 -0.50848  0.51
O1 -2.21509 -0.50482 -1.39129  -1.02
H2 -1.01326 1.25758 0.41933  0.28
H3 1.39390 -2.55923 -0.05392  0.00
H4 -3.72487 -0.22737 1.57191  0.44
H5 -0.50037 0.69305 1.89400  0.29
H6 2.13723 0.53815 -1.32309  0.25
H7 2.00415 -0.76323 1.78709  0.16
C1 1.19108 1.06143 -1.10200  -0.75
H8 1.93475 -2.36242 -0.51526  0.00
O2 3.25508 -0.13374 0.48835  -0.43
O3 -2.93984 -0.00594 1.06049  -1.12
C2 -0.41542 0.45071 0.82769  -0.75
H9 1.55689 2.09771 -1.15369  0.29
C3 2.09979 -0.18120 0.87619  0.28
C4 0.96856 0.48548 0.25616  0.40
H10 -2.61346 0.14559 -1.99629  0.45
H11 0.44726 0.68397 -1.79572  0.29
H12 -0.98186 -0.48400 0.65856  0.39

Forces on atoms 1 to 6 (eV/Å):
H -0.2 -0.6 0.1
O -0.2 1.0 -0.4
H -0.2 -0.3 -0.7
H -0.2 -0.1 0.0
H 0.1 -0.3 -0.2
H 0.5 -0.9 0.3

As for the HOMO-LUMO gap: 4.30 eV. As for the total energy: -10478.4573 eV. The max |F| is 0.078 hartree/bohr. The HOMO energy comes out at -8.2 eV.

(2)
This record from the OMol25 dataset describes one molecule with the formula C2H2N4O2 in a non-equilibrium geometry. The level of theory is the ωB97M-V functional and the def2-TZVPD basis.

Last column: natural (NBO) charge in e.
Positions of all 10 atoms, in Å:
H1 0.55226 1.51344 -1.69530  0.47
N1 -0.06870 1.16132 0.15506  -0.25
O1 -0.63590 0.23508 2.16378  -0.22
H2 -0.14211 -2.29276 0.14269  0.24
N2 0.51647 -0.34016 -1.57454  -0.04
C1 -0.16619 -1.25433 0.47049  0.01
N3 -0.52671 -1.02914 1.68267  -0.07
O2 0.68573 0.76210 -2.32509  -0.50
C2 0.17718 -0.14346 -0.36852  0.15
N4 -0.39203 1.38791 1.34877  0.22

Forces on atoms 1 to 6 (eV/Å):
H 0.1 0.0 -0.8
N 0.0 0.9 1.9
O 0.4 1.1 0.0
H 0.1 0.3 0.1
N 0.1 -0.2 -0.3
C 0.0 0.6 1.3

As for the HOMO-LUMO gap: 8.79 eV. As for the total energy: -12155.6433 eV. Its SMILES is O/N=c1/cnonn1. The max |F| is 0.063 hartree/bohr. The HOMO energy comes out at -9.8 eV.

Q: Look up the max |F| of the first one.
A: 0.078 hartree/bohr